# C5H14NO

A 2-piece molecular cluster, C5H14NO overall (the ωB97M-V functional and the def2-TZVPD basis, the Open Molecules 2025 dataset).

LUMO energy: -3.53 eV
ΔE to the lowest compared entry with this formula, charge and spin: 2.020 eV
Total charge: +1
Multiplicity: 1
E_HOMO: -14.58 eV

Last column: natural (NBO) charge in e.
Element x y z (Å)
C: 0.269 1.418 2.090  -0.623
C: -0.403 0.119 1.641  -0.406
C: 0.316 -1.142 1.039  -0.486
C: -0.026 -1.305 -0.389  0.150
C: -0.943 -2.040 -0.981  -0.354
N: 0.728 -0.339 -1.230  -0.704
H: 0.698 1.314 3.085  0.238
H: 0.791 1.872 1.243  0.200
H: -0.551 2.107 2.312  0.237
H: -1.078 -0.269 2.406  0.235
H: -1.156 0.354 0.896  0.195
H: -0.017 -2.050 1.544  0.262
H: 1.400 -1.195 1.235  0.231
H: -1.082 -1.925 -2.061  0.204
H: -1.583 -2.847 -0.658  0.258
H: 1.713 -0.463 -0.978  0.435
H: 0.699 -0.371 -2.245  0.442
H: 0.582 0.645 -0.955  0.470
H: -0.881 1.880 -2.619  0.484
H: 0.530 2.050 -3.079  0.477
O: -0.007 2.188 -2.296  -0.946

---

# C4H12O3

A 2-piece molecular cluster, C4H12O3 overall (the ωB97M-V functional and the def2-TZVPD basis, the Open Molecules 2025 dataset).

SMILES: OCCCCO.O
LUMO energy: 0.91 eV
ΔE to the lowest compared entry with this formula, charge and spin: 0.988 eV
Multiplicity: 1
E_HOMO: -10.04 eV

Last column: natural (NBO) charge in e.
Element x y z (Å)
C: 0.347 0.291 0.495  -0.440
C: 0.698 -0.386 1.806  -0.423
C: -0.391 -0.319 2.877  -0.057
O: -1.624 -0.947 2.462  -0.720
C: 1.588 0.539 -0.334  -0.047
O: 1.394 1.444 -1.408  -0.713
H: -0.434 -0.178 -0.117  0.221
H: -0.252 1.203 0.659  0.211
H: 0.950 -1.421 1.560  0.195
H: 1.538 0.136 2.273  0.206
H: -0.079 -0.889 3.743  0.167
H: -0.632 0.727 3.029  0.182
H: -1.376 -1.819 2.215  0.454
H: 2.355 0.954 0.334  0.145
H: 1.989 -0.426 -0.679  0.152
H: 2.277 1.761 -1.645  0.466
H: -1.197 -0.298 -5.592  0.466
H: -2.639 -0.487 -5.211  0.464
O: -1.774 -0.469 -4.835  -0.930

---

# C16H24N4O2

One molecule with the formula C16H24N4O2 (the ωB97M-V functional and the def2-TZVPD basis, the Open Molecules 2025 dataset).

SMILES: CC[C@H](C)[C@@H](CO)Nc1ncc2ccc(=O)n(C(C)C)c2n1
LUMO energy: 0.00 eV
ΔE to the lowest compared entry with this formula, charge and spin: 2.389 eV
Multiplicity: 1
E_HOMO: -8.34 eV

Last column: natural (NBO) charge in e.
Element x y z (Å)
O: 0.892 -2.570 -4.758  -0.618
N: -0.562 -2.174 1.113  -0.556
N: -0.097 -0.691 -0.666  -0.537
O: -2.312 -1.133 2.951  -0.754
C: 0.290 -2.599 -3.692  0.606
C: -0.389 -3.761 -3.363  -0.308
C: -0.765 -4.024 -2.034  -0.093
C: -0.154 -0.999 0.598  0.585
C: -0.840 -3.082 0.238  0.151
C: -0.162 -1.675 -1.537  0.492
C: -0.642 -2.917 -1.073  -0.266
N: 0.292 -1.403 -2.930  -0.411
N: -0.179 0.190 1.208  -0.575
C: 0.517 0.444 -4.555  -0.612
C: 2.491 -0.314 -3.160  -0.621
C: -0.829 4.136 3.306  -0.593
C: 0.981 -0.121 -3.225  -0.046
C: -1.996 0.244 2.748  -0.075
C: 1.548 1.912 3.147  -0.641
C: -0.597 3.085 2.265  -0.407
C: -0.452 0.407 2.637  -0.083
C: 0.004 1.838 3.079  -0.206
H: -1.780 -1.660 2.327  0.484
H: -0.388 -4.425 -4.185  0.245
H: -0.994 -5.063 -1.741  0.225
H: -0.989 -4.118 0.544  0.200
H: 0.142 0.988 0.695  0.417
H: 1.070 -0.039 -5.369  0.228
H: 0.735 1.511 -4.602  0.209
H: -0.594 0.370 -4.653  0.218
H: 2.805 -0.786 -4.138  0.232
H: 3.034 0.638 -2.993  0.216
H: 2.647 -1.002 -2.284  0.213
H: -1.382 3.796 4.109  0.204
H: 0.137 4.568 3.623  0.202
H: -1.361 4.871 2.721  0.208
H: 0.670 0.600 -2.496  0.230
H: -2.353 0.735 3.704  0.167
H: -2.670 0.626 1.966  0.178
H: 1.953 1.399 4.079  0.214
H: 2.159 1.434 2.359  0.215
H: 2.005 2.916 3.245  0.217
H: -0.019 3.462 1.426  0.205
H: -1.541 2.772 1.884  0.200
H: 0.094 -0.286 3.330  0.225
H: -0.422 1.902 4.152  0.213

---

# C10H30GeN3O8P3Se3TeW

C10H30GeN3O8P3Se3TeW as an isolated structure (the ωB97M-V functional and the def2-TZVPD basis, the Open Molecules 2025 dataset).

LUMO energy (spin up / spin down): 4.20 / 4.20 eV
ΔE to the lowest compared entry with this formula, charge and spin: 1.632 eV
Total charge: -2
Multiplicity: 3
E_HOMO (spin up / spin down): -0.87 / -1.01 eV

Last column: natural (NBO) charge in e.
Element x y z (Å)
W: -0.904 -0.510 2.168  0.942
Se: 0.203 -0.561 4.485  -0.144
Se: 1.387 1.478 4.364  -0.347
Te: -0.588 2.127 2.802  0.042
Se: -3.180 0.360 1.720  -0.719
O: 0.238 -3.442 2.733  -1.000
P: -1.298 -3.515 3.183  2.573
O: -1.490 -4.440 4.314  -1.131
O: -1.709 -2.037 3.306  -1.076
O: -2.071 -4.039 1.875  -1.091
P: -2.098 -3.203 0.472  2.577
O: -3.600 -2.681 0.373  -1.053
O: -1.764 -4.115 -0.637  -1.140
O: -1.214 -1.969 0.684  -1.130
H: 0.763 -4.143 3.123  0.508
H: -3.660 -1.799 0.824  0.521
C: 0.452 2.673 -3.164  -0.396
N: 0.478 1.847 -1.978  -0.819
C: 1.585 2.095 -1.071  -0.412
P: -0.919 1.145 -1.411  2.488
O: -0.711 0.717 -0.017  -1.101
N: -2.085 2.323 -1.626  -0.816
C: -2.050 3.349 -0.582  -0.425
C: -3.444 2.014 -2.043  -0.407
N: -1.313 -0.028 -2.513  -0.828
C: -0.318 -0.645 -3.372  -0.392
C: -2.367 -0.968 -2.109  -0.433
H: 1.380 2.541 -3.732  0.177
H: 0.351 3.739 -2.919  0.176
H: -0.387 2.397 -3.802  0.214
H: 2.534 1.906 -1.584  0.175
H: 1.500 1.439 -0.209  0.272
H: 1.586 3.130 -0.706  0.175
H: -1.020 3.550 -0.285  0.215
H: -2.599 3.030 0.309  0.230
H: -2.486 4.272 -0.980  0.172
H: -3.430 1.332 -2.890  0.205
H: -3.925 2.944 -2.362  0.174
H: -4.032 1.573 -1.229  0.214
H: 0.543 0.007 -3.495  0.208
H: -0.750 -0.850 -4.358  0.172
H: 0.027 -1.595 -2.948  0.199
H: -2.883 -0.615 -1.216  0.247
H: -1.939 -1.941 -1.867  0.230
H: -3.093 -1.092 -2.920  0.170
C: 3.580 -1.543 2.993  -1.080
Ge: 2.918 -0.429 1.516  1.592
C: 3.721 1.365 1.677  -1.089
C: 3.742 -1.166 -0.128  -1.091
C: 1.020 -0.645 1.262  -0.885
H: 4.674 -1.577 2.994  0.201
H: 3.190 -2.556 2.875  0.221
H: 3.220 -1.149 3.942  0.245
H: 3.830 1.646 2.720  0.240
H: 3.088 2.114 1.200  0.226
H: 4.703 1.366 1.190  0.199
H: 4.834 -1.146 -0.067  0.203
H: 3.433 -0.578 -0.998  0.214
H: 3.417 -2.197 -0.282  0.222
H: 0.926 -1.306 0.397  0.165

---

# C29H48N6O6P2PdSi

C29H48N6O6P2PdSi as an isolated structure (the ωB97M-V functional and the def2-TZVPD basis, the Open Molecules 2025 dataset).

LUMO energy (spin up / spin down): 0.35 / -1.70 eV
Multiplicity: 3
E_HOMO (spin up / spin down): -7.96 / -7.94 eV

Last column: Löwdin charge in e.
Element x y z (Å)
Pd: 0.513 -0.862 -0.641  1.118
C: 2.130 -0.584 -3.174  -0.111
N: 2.997 0.436 -2.601  -0.296
C: 2.815 1.745 -3.196  -0.110
P: 3.463 0.240 -1.024  0.506
O: 2.844 -0.860 -0.276  -0.290
O: 3.224 1.676 -0.246  -0.275
P: 1.665 2.161 -0.012  0.512
O: 0.792 1.470 -0.966  -0.309
N: 1.818 3.778 -0.347  -0.291
C: 0.679 4.508 -0.861  -0.089
C: 2.965 4.593 -0.019  -0.111
N: 1.280 1.900 1.586  -0.284
C: 2.072 2.525 2.624  -0.090
C: 0.711 0.627 2.019  -0.100
N: 5.121 0.097 -1.037  -0.301
C: 5.743 -0.371 0.185  -0.104
C: 5.936 0.995 -1.825  -0.102
H: 2.373 -0.690 -4.232  0.099
H: 1.051 -0.329 -3.081  0.088
H: 2.308 -1.547 -2.688  0.053
H: 3.213 1.731 -4.214  0.092
H: 3.340 2.501 -2.618  0.073
H: 1.754 2.014 -3.234  0.087
H: -0.117 3.807 -1.093  0.076
H: 0.961 5.036 -1.777  0.092
H: 0.315 5.241 -0.136  0.082
H: 3.775 3.954 0.323  0.074
H: 2.737 5.334 0.755  0.087
H: 3.295 5.140 -0.908  0.090
H: 2.403 3.506 2.297  0.064
H: 2.945 1.921 2.899  0.094
H: 1.441 2.645 3.509  0.094
H: -0.007 0.237 1.277  0.030
H: 0.160 0.804 2.945  0.103
H: 1.481 -0.134 2.203  0.086
H: 5.029 -0.999 0.711  0.075
H: 6.053 0.451 0.840  0.088
H: 6.623 -0.968 -0.063  0.088
H: 5.481 1.117 -2.804  0.071
H: 6.923 0.547 -1.952  0.089
H: 6.060 1.979 -1.359  0.087
C: -4.472 0.633 -1.991  -0.101
C: -4.362 -0.428 -0.900  -0.600
C: -5.636 -0.441 -0.061  -0.099
C: -4.153 -1.800 -1.529  -0.104
Si: -2.755 -0.037 0.172  0.468
O: -1.539 -0.191 -0.802  -0.380
C: -2.943 1.695 0.977  -0.200
C: -1.865 2.571 0.968  -0.104
C: -1.892 3.761 1.673  -0.091
C: -3.010 4.102 2.413  -0.097
C: -4.106 3.258 2.417  -0.086
C: -4.067 2.071 1.707  -0.112
C: -2.756 -1.237 1.671  -0.205
C: -2.450 -2.579 1.472  -0.115
C: -2.537 -3.501 2.500  -0.088
C: -2.935 -3.097 3.763  -0.096
C: -3.201 -1.759 3.994  -0.092
C: -3.101 -0.844 2.962  -0.094
H: -5.351 0.461 -2.615  0.080
H: -3.589 0.606 -2.624  0.074
H: -4.551 1.626 -1.551  0.071
H: -6.467 -0.859 -0.633  0.080
H: -5.917 0.570 0.224  0.058
H: -5.507 -1.044 0.836  0.075
H: -4.960 -2.036 -2.226  0.081
H: -4.132 -2.566 -0.757  0.066
H: -3.209 -1.825 -2.069  0.071
H: -0.991 2.308 0.396  0.047
H: -1.041 4.425 1.661  0.085
H: -3.029 5.021 2.979  0.097
H: -4.991 3.513 2.985  0.102
H: -4.924 1.420 1.736  0.086
H: -2.137 -2.901 0.491  0.092
H: -2.304 -4.540 2.314  0.099
H: -3.039 -3.819 4.559  0.097
H: -3.498 -1.432 4.981  0.098
H: -3.296 0.197 3.168  0.085
C: 1.233 -6.113 -2.540  -0.028
N: 1.077 -5.189 -1.442  -0.061
C: 1.077 -5.626 -0.157  -0.060
C: 0.935 -4.788 0.888  0.014
C: 0.768 -3.372 0.624  -0.530
O: 0.639 -2.496 1.485  -0.006
N: 0.753 -2.998 -0.684  0.070
C: 0.935 -3.819 -1.725  -0.518
O: 0.987 -3.425 -2.881  0.021
H: 0.584 -6.979 -2.412  0.092
H: 2.269 -6.451 -2.623  0.095
H: 0.959 -5.589 -3.456  0.087
H: 1.197 -6.695 -0.035  0.129
H: 0.934 -5.132 1.908  0.108

---

# C5H13NO

A 2-piece molecular cluster, C5H13NO overall (the ωB97M-V functional and the def2-TZVPD basis, the Open Molecules 2025 dataset).

SMILES: CC(C)=C(C)N.O
LUMO energy: 0.51 eV
ΔE to the lowest compared entry with this formula, charge and spin: 2.878 eV
Multiplicity: 1
E_HOMO: -7.80 eV

Last column: natural (NBO) charge in e.
Element x y z (Å)
C: -1.514 1.548 -0.663  -0.642
N: -0.754 -1.081 0.240  -0.839
C: 0.105 -0.306 -0.637  0.180
C: -0.247 0.931 -1.123  -0.061
C: 0.627 1.612 -2.308  -0.643
C: 1.434 -1.073 -1.062  -0.654
H: -1.765 2.149 -1.555  0.203
H: -2.274 0.844 -0.539  0.226
H: -1.440 2.319 0.206  0.211
H: -1.009 -0.776 1.240  0.374
H: -0.214 -1.728 0.697  0.343
H: 1.208 0.870 -2.876  0.219
H: -0.195 2.170 -2.873  0.213
H: 1.241 2.478 -1.921  0.214
H: 1.529 -1.886 -0.329  0.207
H: 2.091 -0.194 -1.123  0.233
H: 1.456 -1.490 -2.008  0.213
H: 0.715 -1.369 5.172  0.474
H: 0.310 -2.084 3.804  0.470
O: 0.150 -1.251 4.398  -0.943